(1)
The molecule C5H3N5. Source: the OMol25 dataset; level of theory: the ωB97M-V functional and the def2-TZVPD basis.

Geometry (Å):
1 C 1.93 1.52 -0.13
2 N 2.48 0.34 -0.44
3 N 1.77 -0.77 -0.51
4 C 0.45 -0.76 -0.24
5 N -0.28 -1.88 -0.24
6 C -1.60 -1.75 0.02
7 N -2.20 -0.60 0.35
8 C -1.47 0.50 0.41
9 C -0.13 0.51 0.08
10 N 0.61 1.66 0.16
11 H 2.58 2.42 -0.25
12 H -2.23 -2.65 0.06
13 H -1.92 1.45 0.72

Values from the calculation:
SMILES: c1nnc2ncncc2n1
E_LUMO (eV): -1.8
HOMO level (eV): -9.540
Frontier orbital gap (eV): 7.7

These are the Löwdin partial charges, in e, on atoms 1 to 6:
1. C -0.16
2. N 0.04
3. N 0.11
4. C -0.29
5. N 0.14
6. C -0.16

(2)
The molecule C5H3NO. Source: the OMol25 dataset; level of theory: the ωB97M-V functional and the def2-TZVPD basis.

Geometry (Å):
1 C -2.31 -0.39 -0.18
2 C -0.92 -0.47 -0.16
3 C 1.43 0.53 -0.02
4 C 2.47 -0.23 -0.03
5 C -0.02 0.66 0.07
6 N -3.44 -0.41 0.04
7 O 3.60 -0.52 -0.11
8 H -0.60 -1.43 -0.10
9 H -0.16 1.42 -0.69
10 H -0.04 0.83 1.19

Values from the calculation:
E_LUMO (spin up / spin down) (eV): -1.6 / -2.1
HOMO level (spin up / spin down) (eV): -9.963 / -9.504
Frontier orbital gap (spin up / spin down) (eV): 8.4 / 7.4

These are the Löwdin partial charges, in e, on atoms 1 to 6:
1. C -0.24
2. C -0.05
3. C 0.06
4. C -0.23
5. C -0.23
6. N 0.16

(3)
The molecule C5H3NO. Source: the OMol25 dataset; level of theory: the ωB97M-V functional and the def2-TZVPD basis.

Geometry (Å):
1 C 2.51 -0.14 0.47
2 C 1.30 0.07 0.50
3 C -0.06 -0.05 0.15
4 C -0.83 -1.18 -0.26
5 N -2.04 -0.78 -0.57
6 O -2.07 0.58 -0.40
7 C -0.88 1.02 0.02
8 H 3.28 0.64 0.09
9 H -0.57 -2.23 -0.32
10 H -0.81 2.08 0.31

Values from the calculation:
SMILES: C#Cc1cnoc1
E_LUMO (eV): 0.6
HOMO level (eV): -9.444
Frontier orbital gap (eV): 10.1

These are the Löwdin partial charges, in e, on atoms 1 to 6:
1. C 0.07
2. C -0.10
3. C -0.25
4. C -0.07
5. N 0.07
6. O -0.03

Energy above the lowest of the compared OMol25 structures with the same formula, charge and spin for the records above, in order: 37.5, 423.2, 326.9 kJ/mol
Largest force on an atom for the records above, in order: 2.951, 2.924, 3.541 eV/Å
E_tot for the records above, in order: -466.060195, -322.130600, -322.167281 Eh